one:
An isolated molecule of C3H8N2OS. Source: the OMol25 dataset; level of theory: ωB97M-V with the def2-TZVPD basis set.

Geometry as ORCA input:
```
! RIJCOSX wB97M-V def2-TZVPD def2/J DEFGRID3
* xyz 0 1
C -0.63 -0.34 0.89
C 0.35 0.52 0.35
C 1.56 -0.19 -0.22
H -1.83 -0.19 -0.59
H -2.25 -1.47 0.25
H -1.12 0.40 1.74
H -0.22 -1.19 1.47
H 0.66 1.29 1.16
H 0.02 2.59 -0.66
H 0.27 1.05 -1.68
H 0.40 -1.64 -0.89
N -1.37 -0.99 -0.25
N -0.27 1.42 -0.77
O 1.32 -1.16 -0.98
S 3.10 -0.10 0.18
*
```

For the HOMO-LUMO gap, the calculation gives 0.3214 Ha. As for the HOMO energy: -8.30 eV. The SMILES is NC[C@H](N)C(O)=S.

Atom-resolved charges from Mulliken, all expressed in e: C -0.73; C 0.47; C -0.10; H 0.27; H 0.28; H 0.29; H 0.30; H 0.39; H 0.29; H 0.28; H 0.49; N -0.68; N -0.73; O -0.47; S -0.36

***

two:
An isolated molecule of C3H8N2OS. Source: the OMol25 dataset; level of theory: ωB97M-V with the def2-TZVPD basis set.

Geometry as ORCA input:
```
! RIJCOSX wB97M-V def2-TZVPD def2/J DEFGRID3
* xyz 0 1
C -0.48 0.23 -1.31
C -1.48 -0.74 -0.67
S -0.66 -2.14 0.20
N -0.06 1.42 -0.53
C 0.91 1.37 0.46
N 1.01 0.26 1.24
O 1.64 2.33 0.63
H 0.39 -0.31 -1.71
H -1.02 0.66 -2.16
H -2.03 -1.24 -1.47
H -2.07 -0.15 0.01
H -1.80 -2.68 0.67
H 0.32 2.08 -1.20
H 1.83 0.29 1.80
H 0.30 -0.42 1.38
*
```

For the HOMO-LUMO gap, the calculation gives 0.3688 Ha. As for the HOMO energy: -9.43 eV. The SMILES is NC(=O)NCCS.

Atom-resolved charges from Mulliken, all expressed in e: C -0.58; C -0.69; S -0.28; N -0.30; C 0.49; N -0.25; O -0.64; H 0.34; H 0.38; H 0.38; H 0.37; H 0.15; H 0.25; H 0.21; H 0.16

***

three:
A cluster of 2 separate species, C3H8N2OS in total. Source: the OMol25 dataset; level of theory: ωB97M-V with the def2-TZVPD basis set.

Geometry as ORCA input:
```
! RIJCOSX wB97M-V def2-TZVPD def2/J DEFGRID3
* xyz 0 1
C 1.57 -0.13 0.09
C 1.37 -1.42 0.80
C -0.21 2.11 0.15
N -1.93 -0.49 -0.14
N 0.05 0.95 0.94
O 2.19 0.27 -0.85
S -1.24 0.04 1.28
H 1.70 -1.57 1.87
H 0.31 -1.61 0.72
H 1.87 -2.22 0.18
H -0.07 3.12 0.61
H 0.48 1.99 -0.84
H -1.31 2.08 -0.21
H -2.24 0.25 -0.76
H -2.81 -0.90 0.07
*
```

For the HOMO-LUMO gap, the calculation gives 0.3013 Ha. As for the HOMO energy: -7.46 eV.

Atom-resolved charges from Mulliken, all expressed in e: C 0.77; C -0.85; C -0.62; N -0.53; N -0.27; O -0.41; S -0.04; H 0.27; H 0.24; H 0.31; H 0.25; H 0.21; H 0.17; H 0.26; H 0.25

***

four:
A structure of composition C3H8N2OS. Source: the OMol25 dataset; level of theory: ωB97M-V with the def2-TZVPD basis set.

Geometry as ORCA input:
```
! RIJCOSX wB97M-V def2-TZVPD def2/J DEFGRID3
* xyz 0 1
C -1.71 -1.12 -1.02
C -0.23 0.82 -0.52
C 1.11 1.05 0.17
H -2.21 -0.65 -2.05
H -2.47 -1.11 -0.25
H -1.56 -2.30 -1.05
H -1.31 0.96 -0.19
H -0.31 1.34 -1.45
H 2.88 1.57 0.17
H 2.19 0.72 2.00
H 0.32 -1.87 1.79
N 1.96 1.90 -0.23
N 1.47 -0.07 1.15
O -0.36 -0.65 -0.81
S 0.23 -0.59 2.30
*
```

For the HOMO-LUMO gap, the calculation gives 0.3515 Ha. As for the HOMO energy: -9.28 eV.

Atom-resolved charges from Mulliken, all expressed in e: C -0.74; C -0.46; C 0.48; H 0.25; H 0.36; H 0.23; H 0.32; H 0.34; H 0.25; H 0.32; H 0.16; N -0.65; N -0.44; O -0.28; S -0.14

***

Stability, descending: two, one, three, four

***

one:
An isolated molecule of C3H8N2OS. Source: the OMol25 dataset; level of theory: ωB97M-V with the def2-TZVPD basis set.

Geometry as ORCA input:
```
! RIJCOSX wB97M-V def2-TZVPD def2/J DEFGRID3
* xyz 0 1
N 1.14 0.13 1.24
C 0.15 0.30 0.18
C -1.28 -0.09 0.59
S -1.55 -0.68 2.37
C 0.59 -0.43 -1.10
N 0.03 0.05 -2.27
O 1.45 -1.28 -1.07
H 1.21 1.02 1.71
H -0.28 -1.19 2.46
H 2.04 0.01 0.79
H 0.00 1.35 -0.12
H -1.89 0.81 0.59
H -1.84 -0.81 0.01
H -0.35 0.98 -2.25
H 0.57 -0.19 -3.10
*
```

For the HOMO-LUMO gap, the calculation gives 0.3440 Ha. As for the HOMO energy: -8.82 eV. The SMILES is NC(=O)[C@H](N)CS.

Atom-resolved charges from Mulliken, all expressed in e: N -0.73; C 0.47; C -0.88; S -0.25; C 0.34; N -0.46; O -0.59; H 0.23; H 0.16; H 0.23; H 0.27; H 0.31; H 0.40; H 0.23; H 0.26

***

two:
A structure of composition C3H8N2OS. Source: the OMol25 dataset; level of theory: ωB97M-V with the def2-TZVPD basis set.

Geometry as ORCA input:
```
! RIJCOSX wB97M-V def2-TZVPD def2/J DEFGRID3
* xyz 0 1
C -0.06 -1.93 0.98
C 0.40 -0.09 -0.39
C 0.25 1.38 -1.01
H 1.06 -1.92 1.65
H -0.89 -2.45 1.43
H 0.39 -2.60 0.09
H 0.04 1.64 1.82
H 0.71 1.95 -0.13
H -0.74 1.78 -1.14
H 1.70 0.94 -2.41
H 0.06 0.75 -2.86
N -0.43 -0.71 0.51
N 0.82 1.33 -2.33
O 1.10 -0.82 -1.13
S -1.09 0.37 1.62
*
```

For the HOMO-LUMO gap, the calculation gives 0.3322 Ha. As for the HOMO energy: -9.28 eV.

Atom-resolved charges from Mulliken, all expressed in e: C -0.78; C 0.61; C -0.69; H 0.22; H 0.35; H 0.29; H 0.14; H 0.32; H 0.31; H 0.29; H 0.29; N 0.05; N -0.66; O -0.59; S -0.17

***

three:
An isolated molecule of C3H8N2OS. Source: the OMol25 dataset; level of theory: ωB97M-V with the def2-TZVPD basis set.

Geometry as ORCA input:
```
! RIJCOSX wB97M-V def2-TZVPD def2/J DEFGRID3
* xyz 0 1
N -0.23 -1.48 0.66
C -0.67 -0.30 -0.08
C -0.31 1.15 0.52
S 0.72 1.03 2.07
C -0.17 -0.31 -1.52
N 0.14 -1.53 -2.09
O -0.19 0.71 -2.17
H 0.64 -1.48 1.15
H -0.92 -1.86 1.28
H -1.73 -0.52 0.04
H -1.27 1.64 0.64
H 0.35 1.71 -0.13
H -0.28 0.74 2.93
H -0.39 -2.35 -1.87
H 0.94 -1.59 -2.66
*
```

For the HOMO-LUMO gap, the calculation gives 0.3605 Ha. As for the HOMO energy: -9.19 eV. The SMILES is NC(=O)[C@@H](N)CS.

Atom-resolved charges from Mulliken, all expressed in e: N -0.56; C 0.24; C -0.74; S -0.27; C 0.27; N -0.35; O -0.55; H 0.22; H 0.20; H 0.29; H 0.36; H 0.36; H 0.12; H 0.22; H 0.20

***

Stability, descending: one, three, two

***

one:
A structure of composition C3H7NS. Source: the OMol25 dataset; level of theory: ωB97M-V with the def2-TZVPD basis set.

Geometry as ORCA input:
```
! RIJCOSX wB97M-V def2-TZVPD def2/J DEFGRID3
* xyz 0 1
C 2.21 0.83 0.18
C -1.25 -0.22 0.24
C -2.74 0.33 0.09
H 2.14 1.30 -0.80
H 3.15 0.38 0.40
H 1.81 1.44 0.92
H -1.15 -1.19 0.87
H -3.12 0.46 1.07
H -2.84 1.34 -0.43
H -3.39 -0.35 -0.50
N -0.41 0.15 -0.57
S 1.06 -0.63 -0.04
*
```

For the HOMO-LUMO gap, the calculation gives 0.3467 Ha. As for the HOMO energy: -8.38 eV.

Atom-resolved charges from Mulliken, all expressed in e: C -0.74; C 0.12; C -0.92; H 0.26; H 0.31; H 0.26; H 0.30; H 0.31; H 0.26; H 0.26; N -0.37; S -0.06

***

two:
A cluster of 2 separate species, C3H7NS in total. Source: the OMol25 dataset; level of theory: ωB97M-V with the def2-TZVPD basis set.

Geometry as ORCA input:
```
! RIJCOSX wB97M-V def2-TZVPD def2/J DEFGRID3
* xyz 0 1
C -1.45 0.58 0.22
C 1.73 -1.36 -0.84
C -0.90 1.75 0.77
N -1.60 -0.20 -0.73
S -2.38 -0.90 0.79
H 2.64 -0.94 -1.24
H 2.11 -2.43 -0.75
H 1.21 -0.97 0.10
H -1.44 1.91 1.77
H -0.85 2.75 0.33
H 0.01 1.36 1.19
H 0.91 -1.54 -1.62
*
```

For the HOMO-LUMO gap, the calculation gives 0.3368 Ha. As for the HOMO energy: -8.41 eV. The SMILES is CC1=NS1.C.

Atom-resolved charges from Mulliken, all expressed in e: C 0.43; C -0.88; C -0.71; N -0.36; S -0.18; H 0.27; H 0.26; H 0.12; H 0.27; H 0.33; H 0.24; H 0.22

***

three:
An isolated molecule of C3H7NS. Source: the OMol25 dataset; level of theory: ωB97M-V with the def2-TZVPD basis set.

Geometry as ORCA input:
```
! RIJCOSX wB97M-V def2-TZVPD def2/J DEFGRID3
* xyz 0 1
C 1.73 -0.14 -0.04
C -0.66 0.00 0.26
C -1.90 0.63 -0.15
H 2.25 -0.63 -0.92
H 2.45 0.65 0.48
H 1.98 -1.03 0.63
H 0.54 -0.72 -1.23
H -1.02 -1.09 0.64
H -0.69 0.52 1.24
H -1.81 1.87 -0.27
N 0.52 0.17 -0.51
S -3.39 -0.24 -0.15
*
```

For the HOMO-LUMO gap, the calculation gives 0.3085 Ha. As for the HOMO energy: -8.81 eV. The SMILES is CNCC=S.

Atom-resolved charges from Mulliken, all expressed in e: C -0.81; C -0.29; C -0.31; H 0.26; H 0.25; H 0.32; H 0.28; H 0.29; H 0.29; H 0.26; N -0.35; S -0.19

***

Stability, descending: one, two, three

***

one:
An isolated molecule of C3H7NS. Source: the OMol25 dataset; level of theory: ωB97M-V with the def2-TZVPD basis set.

Geometry as ORCA input:
```
! RIJCOSX wB97M-V def2-TZVPD def2/J DEFGRID3
* xyz 0 1
C 2.33 -0.36 -0.04
C -0.22 0.11 -0.11
C 0.13 1.57 0.07
H 2.65 -1.41 -0.71
H 2.99 -0.43 1.06
H 2.59 0.70 -0.70
H 0.97 -1.66 0.39
H 0.43 1.87 -0.85
H -0.87 2.02 0.22
H 1.12 1.78 0.75
N 0.89 -0.63 0.05
S -1.85 -0.40 0.00
*
```

For the HOMO-LUMO gap, the calculation gives 0.3162 Ha. As for the HOMO energy: -8.22 eV. The SMILES is CNC(C)=S.

Atom-resolved charges from Mulliken, all expressed in e: C -0.81; C 0.31; C -1.13; H 0.31; H 0.22; H 0.30; H 0.29; H 0.41; H 0.31; H 0.28; N -0.17; S -0.33

***

two:
A structure of composition C3H7NS. Source: the OMol25 dataset; level of theory: ωB97M-V with the def2-TZVPD basis set.

Geometry as ORCA input:
```
! RIJCOSX wB97M-V def2-TZVPD def2/J DEFGRID3
* xyz 0 1
C 0.95 -0.18 -1.12
C 0.02 0.89 -0.51
C 0.39 -1.07 0.58
N -0.59 -0.04 0.41
S -1.64 0.74 1.56
H 0.32 -0.65 -1.94
H 2.07 0.08 -1.15
H 0.67 1.71 -0.09
H -0.65 1.28 -1.22
H -0.08 -2.01 0.86
H 1.16 -0.73 1.33
H -2.62 -0.03 1.29
*
```

For the HOMO-LUMO gap, the calculation gives 0.3420 Ha. As for the HOMO energy: -8.35 eV.

Atom-resolved charges from Mulliken, all expressed in e: C -0.52; C -0.41; C -0.52; N -0.10; S -0.20; H 0.27; H 0.27; H 0.30; H 0.30; H 0.26; H 0.23; H 0.11

***

Stability, descending: one, two